No. 1
The following is a DFT calculation (ωB97M-V/def2-TZVPD) of one molecule with the formula C2H4N2O.

The orbital gap comes out at 9.06 eV.

Geometry (Å):
N1 0.138 0.443 1.288
C1 -0.349 0.964 0.185
N2 -0.727 0.083 -0.732
C2 0.052 -1.328 -0.440
O1 -0.080 -2.166 -1.267
H1 0.638 1.043 1.926
H2 -0.403 2.042 0.005
H3 -0.991 0.399 -1.656
H4 0.396 -0.674 0.856

***

No. 2
The following is a DFT calculation (ωB97M-V/def2-TZVPD) of C9H26Mn2NO14S3 as an isolated structure at a distorted geometry.

The orbital gap (alpha / beta) comes out at 4.19 / 4.38 eV. As for the spin multiplicity: 11. Its charge is +1.

Geometry (Å):
Mn1 2.768 -0.641 -3.156
Mn2 -0.598 -2.671 -2.800
N1 -0.319 0.296 -5.846
O1 0.643 0.614 -5.156
O2 -0.944 -0.672 -5.379
O3 -0.600 0.814 -6.856
O4 1.901 -3.170 -4.105
H1 2.560 -3.828 -4.400
O5 0.597 -0.777 -1.174
H2 0.361 -0.135 -0.476
O6 4.047 1.671 5.724
S1 3.725 1.791 4.316
O7 4.078 0.753 3.389
O8 2.123 2.240 4.241
C1 1.437 1.986 2.980
C2 0.199 1.007 3.316
C3 4.365 3.431 3.618
H3 2.107 1.602 2.212
H4 1.153 2.987 2.657
H5 -0.467 1.418 4.075
H6 0.598 0.110 3.790
H7 -0.423 0.606 2.516
H8 4.170 4.285 4.266
H9 3.862 3.654 2.677
H10 5.441 3.392 3.448
O9 0.838 -5.276 1.842
S2 -0.457 -5.671 1.245
O10 -0.869 -5.104 -0.007
O11 -0.384 -7.357 0.957
C4 -0.025 -8.219 2.030
C5 0.306 -9.617 1.511
C6 -1.714 -5.502 2.621
H11 -0.658 -8.220 2.917
H12 0.898 -7.826 2.456
H13 -0.639 -9.927 1.066
H14 0.577 -10.305 2.312
H15 1.036 -9.622 0.701
H16 -1.987 -4.447 2.615
H17 -1.215 -5.631 3.582
H18 -2.522 -6.211 2.446
O12 -3.939 5.007 -3.966
S3 -3.827 6.275 -3.290
O13 -5.022 6.943 -2.807
O14 -2.724 6.166 -2.034
C7 -1.582 5.359 -2.377
C8 -1.218 4.460 -1.188
C9 -3.057 7.566 -4.326
H19 -0.830 6.071 -2.718
H20 -1.696 4.676 -3.219
H21 -1.973 3.735 -0.883
H22 -0.946 5.126 -0.369
H23 -0.417 3.765 -1.443
H24 -3.663 7.671 -5.226
H25 -2.227 6.940 -4.655
H26 -2.848 8.413 -3.672

***

No. 3
The following is a DFT calculation (ωB97M-V/def2-TZVPD) of a 7-piece molecular cluster, H14O6S2 overall at a distorted geometry.

The orbital gap comes out at 9.32 eV.

Geometry (Å):
S1 -2.698 2.129 -1.446
S2 -1.814 3.835 -2.185
H1 -3.699 2.747 -0.740
H2 -1.830 4.499 -1.027
H3 1.630 0.005 -0.978
H4 2.292 -0.573 0.275
O1 2.385 -0.525 -0.682
H5 -0.112 -2.563 -1.653
H6 1.177 -1.904 -1.014
O2 0.589 -2.690 -1.004
H7 -0.552 0.810 1.342
H8 -0.797 -0.641 1.047
O3 -0.880 0.233 0.647
H9 0.436 -2.853 2.317
H10 0.374 -2.597 0.879
O4 0.021 -2.226 1.711
H11 0.623 -0.868 2.086
H12 1.664 -0.459 3.234
O5 1.468 -0.470 2.301
H13 -0.185 1.919 -2.261
H14 -0.370 0.955 -1.091
O6 0.276 1.237 -1.757

***

No. 4
The following is a DFT calculation (ωB97M-V/def2-TZVPD) of C5H11N2S as an isolated structure at a distorted geometry.

The orbital gap comes out at 8.79 eV. Its charge is +1.

Geometry (Å):
C1 0.206 0.493 1.334
C2 1.398 0.937 0.471
C3 -0.345 -0.676 -0.207
C4 -1.647 -1.268 0.209
C5 -0.178 0.426 -1.273
N1 0.830 -1.531 -0.161
N2 0.642 1.565 -0.680
S1 2.234 -0.612 0.034
H1 0.348 -0.224 2.096
H2 2.275 1.530 0.817
H3 -2.427 -0.755 -0.215
H4 -1.719 -1.189 1.225
H5 -1.713 -2.325 -0.037
H6 -1.289 0.806 -1.305
H7 0.079 -0.111 -2.219
H8 0.693 -2.489 0.212
H9 -0.008 2.213 -0.340
H10 1.191 2.020 -1.431
H11 -0.571 1.189 1.471

***

No. 5
The following is a DFT calculation (ωB97M-V/def2-TZVPD) of a 2-piece molecular cluster, C4H9NO2 overall at a distorted geometry.

The orbital gap comes out at 9.29 eV.

Geometry (Å):
C1 1.774 -0.298 -1.675
N1 1.915 0.695 -0.645
C2 1.578 1.200 0.353
O1 -0.103 0.668 1.442
C3 -1.193 0.841 0.597
C4 -1.739 -0.544 0.210
O2 -0.639 -1.410 -0.010
H1 0.889 -0.904 -1.449
H2 1.674 0.213 -2.634
H3 2.681 -0.907 -1.692
H4 1.112 1.664 1.250
H5 -1.996 1.435 1.068
H6 -0.915 1.379 -0.337
H7 -2.366 -0.937 1.025
H8 -2.343 -0.509 -0.703
H9 -0.038 -1.112 0.704

***

No. 6
The following is a DFT calculation (ωB97M-V/def2-TZVPD) of C30H22BrN5O4Ru as an isolated structure at a distorted geometry.

The orbital gap (alpha / beta) comes out at 6.16 / 6.29 eV. As for the spin multiplicity: 2. Its charge is +1.

Geometry (Å):
Ru1 0.243 -0.455 -0.024
O1 -2.536 2.010 2.797
C1 -1.733 2.021 3.848
C2 -2.272 2.407 5.083
C3 -1.490 2.404 6.214
C4 -0.147 2.031 6.143
C5 0.414 1.668 4.934
C6 -0.361 1.652 3.773
C7 0.175 1.196 2.495
O2 -0.623 0.937 1.523
N1 1.484 1.004 2.343
N2 1.829 0.417 1.232
C8 2.942 0.677 0.569
C9 3.262 -0.067 -0.595
C10 4.384 0.235 -1.397
C11 4.580 -0.458 -2.569
C12 3.688 -1.474 -2.915
C13 2.620 -1.733 -2.068
N3 2.400 -1.053 -0.958
H1 -2.047 1.637 2.020
H2 -3.319 2.667 5.103
H3 -1.922 2.677 7.164
H4 0.450 2.007 7.041
H5 1.451 1.378 4.878
H6 3.558 1.522 0.860
H7 5.048 1.027 -1.087
H8 5.402 -0.220 -3.226
H9 3.818 -2.039 -3.823
H10 1.921 -2.532 -2.289
C14 -0.515 -2.938 3.441
C15 -1.335 -3.936 2.907
C16 -1.482 -3.997 1.542
C17 -0.822 -3.075 0.723
N4 -0.042 -2.090 1.262
C18 0.104 -2.051 2.592
C19 -0.931 -3.079 -0.718
C20 -1.350 -4.186 -1.470
C21 -1.419 -4.085 -2.842
C22 -1.087 -2.872 -3.451
C23 -0.675 -1.822 -2.654
N5 -0.583 -1.920 -1.331
H11 -0.361 -2.862 4.502
H12 -1.838 -4.637 3.552
H13 -2.107 -4.746 1.087
H14 0.760 -1.289 2.994
H15 -1.595 -5.109 -0.969
H16 -1.726 -4.932 -3.435
H17 -1.149 -2.752 -4.521
H18 -0.413 -0.866 -3.091
Br1 0.932 3.711 -6.169
C24 -0.292 3.505 -4.725
C25 -1.457 4.259 -4.693
C26 -2.356 4.096 -3.650
C27 -2.099 3.170 -2.653
C28 -0.925 2.424 -2.696
C29 -0.007 2.591 -3.727
C30 -0.648 1.389 -1.665
O3 -1.568 0.842 -1.035
O4 0.564 1.042 -1.499
H19 -1.656 4.964 -5.484
H20 -3.256 4.692 -3.620
H21 -2.787 3.011 -1.835
H22 0.899 2.000 -3.741